A cluster of 12 separate species, C48H108N4O28 in total. Source: the OMol25 dataset; level of theory: wB97M-V/def2-TZVPD.

Geometry as XYZ:
```
188
Properties=species:S:1:pos:R:3:forces:R:3:lowdin_charge:R:1
C -2.707885 3.169678 -4.890663 -1.62 0.23 -0.89 -0.064
C -1.787953 2.119353 -4.327894 -0.07 -0.57 0.36 -0.427
C -0.539016 2.723121 -3.702895 -0.24 0.47 -0.49 -0.179
O 0.241933 3.355808 -4.734962 -0.82 -0.25 0.86 -0.172
C 1.272769 4.115895 -4.165004 0.42 1.29 -0.78 -0.103
N -2.464152 1.391986 -3.226034 -0.53 -0.07 -0.57 0.042
H -2.286457 3.834881 -5.646422 0.33 -0.51 -0.22 0.078
H -3.123494 3.886173 -4.184475 0.24 -0.20 0.76 0.065
H -3.634518 2.690055 -5.318671 0.93 0.30 0.14 0.091
H -1.533914 1.379445 -5.111262 0.24 0.52 0.03 0.142
H 0.055413 1.952218 -3.180773 -0.09 0.22 -0.10 0.124
H -0.922958 3.478568 -2.964733 0.70 -0.57 -0.53 0.106
H 2.186937 3.554186 -4.087395 0.40 -0.56 0.45 0.054
H 0.980625 4.569218 -3.209140 0.19 -0.21 -0.17 0.082
H 1.554821 4.941301 -4.859873 -0.51 -0.37 0.33 0.105
H -3.285031 0.894552 -3.618315 0.60 0.47 0.27 0.082
H -1.827613 0.639698 -2.990992 0.02 -0.41 0.23 0.025
C -7.242676 -1.413724 -0.893567 -1.00 2.01 -0.09 -0.051
C -7.828665 -0.386390 -1.888130 -0.60 0.51 -0.46 -0.450
C -6.839986 0.669535 -2.442213 -0.16 -0.92 2.25 -0.175
O -6.400137 1.419103 -1.283093 -0.84 0.24 -1.34 -0.212
C -5.486461 2.450400 -1.585205 1.58 -0.84 1.17 -0.120
N -8.278938 -1.102478 -3.090460 -0.87 -0.94 0.32 0.002
H -6.767531 -0.791404 -0.104800 -0.08 -0.86 -0.30 0.069
H -6.555586 -2.004935 -1.467654 0.46 -0.66 0.20 0.071
H -8.121743 -1.957917 -0.485985 0.89 -0.06 -0.12 0.084
H -8.666974 0.139297 -1.340570 0.73 -0.20 -0.60 0.143
H -7.334537 1.208581 -3.246751 -0.06 0.73 0.18 0.119
H -6.003025 0.139788 -2.884333 0.42 -0.10 -0.11 0.117
H -5.062325 2.768397 -0.600575 -0.16 -0.22 -0.74 0.083
H -5.856652 3.343549 -2.043017 -0.86 0.41 -0.56 0.076
H -4.667459 2.030753 -2.196979 -0.12 0.42 0.22 0.063
H -8.831968 -0.530234 -3.744229 0.24 -0.42 0.69 0.076
H -8.827977 -1.937836 -2.793757 0.43 1.02 -0.64 0.084
C -0.381198 0.603800 3.790487 1.14 0.27 2.22 -0.022
C -0.432628 -0.089174 5.162693 -0.42 -0.23 -0.27 -0.407
C -1.735432 0.225554 5.864003 -0.35 1.31 0.70 -0.202
O -1.792649 1.599331 6.268209 0.29 -0.40 0.36 -0.193
C -2.635159 1.816354 7.381894 1.41 0.72 0.90 -0.120
N -0.493801 -1.528867 4.921914 0.51 0.04 -0.69 0.049
H -1.306815 0.391313 3.364347 -1.38 -0.52 -1.44 0.055
H 0.488758 0.196808 3.286821 -0.03 0.24 -0.51 0.065
H -0.342078 1.683146 3.925622 0.34 0.01 -0.18 0.078
H 0.440960 0.200420 5.768832 -0.28 0.10 0.08 0.143
H -1.980713 -0.396424 6.717702 0.67 -0.41 0.55 0.115
H -2.594717 0.066693 5.240774 -0.34 -0.29 -1.06 0.113
H -2.609050 2.907542 7.524940 -0.54 -0.36 -0.07 0.092
H -2.254143 1.397130 8.363210 -0.04 0.01 -1.07 0.100
H -3.621136 1.421158 7.234936 -0.78 -0.01 -0.23 0.074
H -0.542428 -2.021297 5.797007 0.17 -0.31 0.22 0.069
H 0.352312 -1.820672 4.421900 -0.38 -0.16 0.38 0.044
C -1.321479 -2.821419 -4.863310 -0.23 -1.44 0.13 -0.058
C -0.464044 -2.619197 -3.636885 1.38 0.52 0.07 -0.399
C 1.029900 -3.033530 -3.761406 -0.61 -0.06 0.34 -0.184
O 1.133663 -4.450428 -3.842732 -0.39 1.03 -0.12 -0.160
C 2.456629 -4.804984 -3.669703 0.40 -1.35 0.87 -0.142
N -0.494061 -1.210822 -3.149162 -0.44 -0.62 -1.65 0.082
H -2.294262 -2.384278 -4.666157 -0.12 0.29 -0.12 0.068
H -1.525179 -3.923236 -5.013785 0.48 1.09 -0.04 0.098
H -0.879570 -2.400402 -5.751627 0.05 0.20 -0.45 0.066
H -0.858084 -3.284355 -2.901917 -0.35 -0.12 0.93 0.107
H 1.627324 -2.729091 -2.858458 -0.76 0.13 -0.54 0.125
H 1.484504 -2.536149 -4.636193 0.02 -0.16 0.00 0.129
H 2.931471 -4.376451 -2.774298 -0.29 0.15 -0.11 0.063
H 3.080208 -4.571824 -4.500988 0.52 0.40 -0.97 0.080
H 2.470810 -5.883409 -3.540128 0.12 -0.24 -0.03 0.092
H 0.311118 -0.732741 -3.533998 0.08 0.28 -0.21 0.057
H -0.337495 -1.245763 -2.182785 0.19 -0.02 1.80 0.019
C 3.131596 -4.013323 -0.133601 0.67 0.20 1.21 -0.045
C 4.050240 -5.062142 0.386517 -0.04 -1.32 -1.03 -0.194
O 3.244226 -5.898869 1.200310 -0.60 -0.27 0.79 0.014
C 3.506379 -7.188557 1.314612 -1.23 -0.10 -0.16 -0.596
O 4.466461 -7.762069 0.884391 0.05 -0.28 0.28 0.142
O 2.405633 -7.744573 1.922498 2.12 -0.08 -0.07 -0.037
C 2.508877 -9.184645 2.051444 -1.83 1.11 -1.25 -0.025
H 2.353761 -4.447999 -0.705236 -1.06 -0.32 -0.30 0.058
H 3.760887 -3.491945 -0.791500 0.56 1.46 -1.05 0.070
H 2.783459 -3.368238 0.679780 -0.20 -0.06 -0.30 0.086
H 4.852386 -4.685115 0.983547 0.63 0.36 0.34 0.111
H 4.470619 -5.656328 -0.462395 -0.19 0.32 0.73 0.146
H 1.599042 -9.399799 2.550921 -0.65 -0.48 0.97 0.082
H 3.351795 -9.563164 2.561996 1.05 -0.08 0.35 0.086
H 2.334928 -9.588667 1.062284 0.70 -0.39 -0.28 0.094
C -1.971105 6.091557 -0.311651 0.07 1.30 0.99 -0.064
C -1.826663 5.651107 -1.710533 -1.02 -0.51 -0.80 -0.205
O -0.563315 6.086385 -2.313437 -1.38 -1.89 1.44 0.052
C -0.646305 7.201477 -2.969645 -1.01 1.83 -0.68 -0.635
O -1.628113 7.844195 -3.302099 0.48 -0.89 0.41 0.112
O 0.584625 7.596525 -3.216684 0.51 -0.96 0.58 0.005
C 0.675559 8.739941 -3.980509 2.23 0.89 -1.77 -0.079
H -2.901060 5.711366 0.145621 0.31 0.23 -0.34 0.096
H -1.906217 7.194085 -0.205580 -0.33 -0.52 -0.10 0.099
H -1.148306 5.696305 0.238045 0.63 -0.42 0.74 0.066
H -2.649696 6.049117 -2.299215 0.15 -0.01 -0.31 0.119
H -1.942327 4.554698 -1.694790 0.74 0.38 -0.55 0.107
H 0.363581 9.626951 -3.465824 -0.51 0.38 0.33 0.088
H 0.143538 8.622689 -4.939399 0.23 0.21 0.40 0.109
H 1.790471 8.841612 -4.148019 -1.28 0.03 -0.15 0.116
C -6.064646 1.605044 2.138198 -0.54 1.03 -1.89 -0.065
C -5.168629 1.488251 3.308884 0.36 0.36 1.47 -0.199
O -3.822109 1.951411 3.073638 0.68 -0.11 -0.70 0.013
C -3.387079 3.157816 3.473653 0.83 -0.82 -0.08 -0.598
O -3.970408 3.973900 4.102491 -1.51 0.84 0.77 0.147
O -2.101083 3.319398 3.118995 -0.79 -0.71 -0.96 -0.047
C -1.485807 4.498278 3.608873 0.76 0.16 0.37 -0.044
H -5.875675 0.985581 1.275686 0.64 -0.94 0.10 0.040
H -5.999782 2.563551 1.612745 -0.07 0.43 0.68 0.085
H -7.116261 1.433921 2.327251 -0.20 0.04 0.61 0.087
H -5.086636 0.452925 3.609940 0.39 -0.37 -0.07 0.118
H -5.523944 1.991567 4.214206 -0.24 0.28 -0.36 0.127
H -0.484206 4.510175 3.141910 -0.52 -0.02 0.37 0.097
H -1.455778 4.394011 4.690720 0.42 0.14 0.15 0.094
H -2.005016 5.438600 3.413648 -0.26 -0.32 -0.41 0.096
C 6.110976 -1.887985 2.359548 -0.23 -0.16 0.42 -0.025
C 4.688697 -1.953802 2.974409 1.91 1.67 -0.35 -0.207
O 4.586571 -3.114216 3.762300 -0.90 -0.09 0.26 0.007
C 3.321892 -3.398146 4.066056 -2.95 -0.54 -0.54 -0.537
O 2.283959 -2.719959 3.888019 3.42 -1.24 0.40 0.075
O 3.196811 -4.668152 4.477101 0.56 0.33 0.66 0.003
C 4.383827 -5.444104 4.837061 -0.70 0.01 0.00 0.002
H 6.298951 -0.926357 1.872945 -0.35 -0.52 -0.12 0.045
H 6.285542 -2.717139 1.663713 -0.11 0.23 0.00 0.073
H 6.895288 -1.953413 3.129163 -0.43 -0.18 0.07 0.085
H 3.877824 -1.929566 2.277925 -0.22 -0.11 -0.78 0.086
H 4.529975 -1.088428 3.611053 0.04 0.21 0.18 0.123
H 5.301316 -4.858999 4.706725 -0.35 -0.47 0.09 0.099
H 4.342192 -6.340454 4.220337 0.30 0.15 -0.23 0.085
H 4.238190 -5.792450 5.865908 0.13 0.39 -0.12 0.095
C 3.735569 2.635340 -1.997589 0.39 0.30 2.12 -0.055
C 3.817498 1.175819 -2.308761 -0.08 0.28 -0.46 -0.201
O 2.780098 0.816351 -3.225120 -0.58 -0.32 -1.76 0.007
C 3.015305 1.009233 -4.541890 2.00 0.85 -0.53 -0.567
O 4.087376 1.349302 -5.064845 -2.10 -0.70 1.55 0.090
O 1.895354 0.801644 -5.233978 -0.24 0.08 0.58 -0.021
C 2.017341 1.088667 -6.617905 -0.07 -1.51 -1.66 -0.051
H 2.714973 2.956658 -1.777800 -0.03 -0.02 -0.46 0.081
H 4.248713 3.261757 -2.709974 -0.10 0.23 -0.29 0.080
H 4.221385 2.754924 -0.994722 0.02 0.09 -0.80 0.084
H 3.581823 0.600410 -1.427228 0.28 -0.32 0.20 0.105
H 4.774888 0.943554 -2.767681 0.11 -0.32 0.27 0.127
H 2.184347 2.134317 -6.860493 0.17 -0.01 0.36 0.100
H 1.132889 0.727031 -7.177493 -0.11 0.45 0.98 0.101
H 2.783744 0.418106 -7.041883 0.25 0.74 0.21 0.100
C 0.351266 -7.282932 -0.492165 -0.32 -0.97 -0.34 -0.063
C -0.135334 -6.244823 0.445222 1.60 1.59 -0.18 -0.188
O -0.356880 -5.100271 -0.450078 -0.27 0.31 0.43 0.011
C -0.739654 -3.918041 0.059555 -0.05 -1.85 0.88 -0.558
O -0.448729 -2.893181 -0.471655 -0.47 0.91 0.23 0.143
O -1.433953 -4.159274 1.207231 0.03 0.93 -0.56 -0.018
C -2.141214 -3.106714 1.858398 -1.24 0.80 0.23 -0.042
H 1.323879 -7.024386 -0.908421 0.01 0.03 0.04 0.082
H -0.339816 -7.451207 -1.324807 0.04 0.04 0.17 0.094
H 0.431364 -8.196596 0.079448 0.21 -0.49 -0.06 0.069
H 0.739845 -5.943019 1.066143 -0.87 -0.24 0.04 0.122
H -0.974894 -6.495898 1.081751 -0.29 0.04 -0.30 0.126
H -1.599778 -2.194234 2.061445 0.87 -0.08 -0.03 0.070
H -2.516668 -3.487285 2.809738 0.40 -0.22 -0.12 0.094
H -3.043631 -2.739370 1.329868 0.46 -0.66 -0.38 0.096
C 3.145775 2.277054 3.628685 -1.17 1.63 1.45 -0.062
C 3.815342 2.861804 2.466924 1.86 1.88 -0.95 -0.177
O 5.281216 2.540503 2.398156 -1.48 -0.58 -0.26 0.004
C 5.579816 1.450639 1.695119 0.40 -0.31 -0.73 -0.585
O 4.847145 0.643360 1.159000 0.01 0.96 0.72 0.102
O 6.915726 1.299178 1.567737 -0.31 0.64 0.64 -0.002
C 7.732026 2.399387 2.004264 0.38 0.72 -2.31 -0.031
H 3.626233 2.681233 4.540709 -0.25 -0.32 -0.25 0.092
H 3.117844 1.205936 3.702969 -0.18 -0.47 -0.33 0.069
H 2.112362 2.750869 3.594027 0.94 -1.01 0.19 0.108
H 3.856263 3.990269 2.505670 -0.18 -1.21 0.24 0.149
H 3.388420 2.625170 1.517026 -0.34 -0.53 -0.51 0.088
H 7.371667 2.981506 2.806619 -0.58 0.09 1.02 0.077
H 7.878791 3.111624 1.153271 -0.34 -0.55 0.46 0.114
H 8.695553 2.018459 2.197509 0.99 -0.70 0.45 0.078
C -2.866781 0.497581 0.282120 -2.63 -0.69 -0.97 -0.059
C -1.864601 1.598397 0.193150 -0.09 -1.26 -0.13 -0.196
O -0.592029 0.910656 0.244237 0.85 1.30 0.13 0.020
C 0.411256 1.694831 0.671964 0.10 0.69 0.48 -0.594
O 0.362163 2.888695 0.965308 -0.19 -1.73 -0.68 0.085
O 1.553304 1.030265 0.787396 0.57 -1.06 -0.01 -0.037
C 1.647628 -0.472397 0.678839 0.05 2.01 0.53 0.035
H -3.011083 -0.039071 1.245622 0.37 0.76 -0.40 0.077
H -2.768928 -0.297521 -0.495646 0.58 0.61 0.42 0.088
H -3.854177 0.948413 -0.040154 0.77 -0.45 0.77 0.067
H -1.905255 2.293783 0.999002 -0.13 0.39 0.67 0.090
H -2.004852 2.129520 -0.742508 0.36 -0.03 -0.31 0.099
H 1.171677 -0.881205 1.574976 -0.20 -0.19 -0.48 0.080
H 2.729241 -0.613521 0.769141 -0.29 -0.11 -0.35 0.065
H 1.212935 -0.770407 -0.271336 0.04 -0.31 0.22 0.078
```
Positions in Å, forces in eV/Å.

- SMILES string: COC[C@H](C)N.COC[C@H](C)N.COC[C@H](C)N.COC[C@H](C)N.CCOC(=O)OC.CCOC(=O)OC.CCOC(=O)OC.CCOC(=O)OC.CCOC(=O)OC.CCOC(=O)OC.CCOC(=O)OC.CCOC(=O)OC
- Highest occupied orbital energy: -8.90 eV
- Energy relative to the best compared isomer or geometry (same formula, charge and spin): 0.00 kcal per mole
- Net charge: 0
- Frontier orbital gap: 9.45 eV